[1]
Formula: C14H17F20PS
Source: the OMol25 dataset
Level of theory: ωB97M-V with the def2-TZVPD basis set

```
53
Properties=species:S:1:pos:R:3:nbo_charge:R:1
F 1.111 3.535 1.138 -0.45
F -0.563 3.499 -0.333 -0.46
C -0.255 -0.862 -2.404 -0.47
H 1.629 -4.293 1.095 0.21
H -0.609 -1.309 -3.341 0.25
F -0.356 5.205 1.077 -0.44
F -3.803 -0.863 2.396 -0.30
H 2.652 -2.672 4.201 0.21
H 0.628 -2.009 2.855 0.20
F 2.119 0.714 -2.108 -0.31
H -0.102 -4.108 1.311 0.21
F 2.733 3.097 -0.651 -0.30
F -1.961 1.144 0.350 -0.35
C 2.161 -1.816 -0.030 -0.63
F -4.427 0.743 -0.647 -0.31
C 1.788 3.789 -1.277 0.47
H 0.250 -0.374 1.058 -0.01
F 0.052 5.528 -1.090 -0.46
C 1.092 -2.994 2.728 -0.41
C 0.845 -3.553 1.311 -0.40
F -4.522 1.607 1.338 -0.30
F 0.086 3.395 -2.923 -0.29
H 2.408 -1.671 -1.086 0.21
F 0.635 1.335 -0.640 -0.31
F 0.199 0.750 -4.053 -0.33
F -1.637 0.322 2.349 -0.34
P -0.638 -1.306 0.462 1.01
C -4.574 0.475 0.652 0.92
H 2.983 -2.395 0.402 0.22
F -1.319 1.241 -2.546 -0.31
F -5.775 -0.065 0.821 -0.30
C 0.958 1.377 -1.952 0.58
F 2.121 2.842 -3.378 -0.29
F 1.725 5.560 0.425 -0.45
C -2.007 -0.014 1.080 0.32
C -0.137 0.617 -2.739 0.65
H -2.143 -0.642 -1.370 0.26
H 0.743 -1.265 -2.226 0.24
H -1.285 -2.227 1.317 -0.02
C 2.566 -2.885 3.131 -0.61
C -1.238 -1.244 -1.293 -0.71
C 1.195 2.863 -2.408 0.59
F 2.363 4.825 -1.874 -0.29
H 3.098 -3.819 2.923 0.20
F -3.609 -1.627 0.368 -0.33
H 3.078 -2.077 2.601 0.20
H 0.588 -3.100 -0.754 0.21
H 2.179 -0.823 0.439 0.21
H 0.583 -3.648 3.445 0.21
S 0.594 4.528 0.022 2.37
C 0.815 -2.534 0.161 -0.55
C -3.484 -0.509 1.145 0.54
H -1.533 -2.284 -1.474 0.25
```

Summary:
Multiplicity   1
LUMO level   0.4714 eV
E   -3280.42020 Ha
Max |F|   0.008 hartree/bohr
Net charge   0
E_HOMO   -8.89 eV

***

[2]
Formula: C14H17F5INO11P
Source: the OMol25 dataset
Level of theory: ωB97M-V with the def2-TZVPD basis set

```
50
Properties=species:S:1:pos:R:3:nbo_charge:R:1
C 5.498 5.600 0.564 0.45
H -5.882 -4.943 2.666 0.22
H -0.424 0.190 1.473 0.29
H -2.013 1.875 -0.626 0.21
H -0.293 -6.808 -3.359 0.21
F -4.712 -4.325 0.075 -0.32
O 1.446 -5.780 -2.955 -0.46
F -1.747 -4.823 -3.736 -0.32
O -4.034 -1.168 3.106 -0.57
O 1.091 4.779 -1.787 -0.40
I -0.464 -1.555 -0.755 0.27
C -5.684 -3.984 2.186 -0.13
F -1.097 4.293 -1.365 -0.30
O 0.013 4.109 1.947 -0.41
C 0.303 4.073 -1.103 0.95
C -4.438 -4.005 1.361 0.44
H 0.595 1.264 -1.858 0.10
C -3.025 1.181 1.360 -0.65
P 0.746 1.453 -0.425 1.16
O 6.807 2.871 -0.878 -0.55
H 4.421 5.492 0.397 0.14
H -3.498 0.171 1.699 0.27
O 1.853 -4.426 -1.187 -0.55
C -0.406 -4.666 -3.657 0.44
H -0.076 -3.919 -4.385 0.16
C -0.631 0.363 0.344 -0.65
O 6.282 3.569 1.211 -0.48
F 5.820 6.912 0.636 -0.32
H 2.047 0.899 -0.102 0.10
H 6.938 5.281 2.150 0.21
C 0.948 3.610 1.258 0.94
O 6.205 5.023 -0.514 -0.48
C 6.014 4.854 1.752 -0.13
C -2.120 0.941 0.048 -0.45
C 1.139 -4.782 -2.081 0.96
H -2.471 1.640 2.250 0.22
H 5.280 4.795 2.558 0.21
O -5.393 -2.980 3.148 -0.46
C 0.296 -5.981 -3.764 -0.13
H -6.567 -3.690 1.610 0.21
O -0.080 -4.232 -2.350 -0.52
H -3.654 -4.663 1.748 0.16
H 0.576 -6.221 -4.791 0.22
H -3.877 1.900 1.044 0.24
C 6.466 3.741 -0.130 0.96
H -2.672 0.154 -0.594 0.25
O -3.998 -2.662 1.406 -0.50
F 2.251 3.626 1.881 -0.30
C -4.441 -2.178 2.599 0.97
N 0.664 3.129 -0.073 -0.87
```

Summary:
Multiplicity   1
LUMO level   -4.7236 eV
E   -2564.10643 Ha
Max |F|   0.145 hartree/bohr
Net charge   +1
Energy above the lowest of the compared OMol25 structures with the same formula, charge and spin   3.0995 eV
E_HOMO   -13.33 eV